Below is 8 unconnected molecules or ions with the total composition C22H61ClN11O14 in a non-equilibrium geometry, with properties calculated with the ωB97M-V functional and the def2-TZVPD basis.

Values from the calculation:
- ⟨S²⟩: 0.7504
- LUMO energy (alpha / beta): 3.41 / 3.40 eV
- Orbital gap (alpha / beta): 0.047 / 0.274 hartree
- Charge: -2
- Spin multiplicity: 2

Atoms and positions in Å:
Cl -0.30 0.71 1.11
O -1.46 0.81 1.88
O 0.87 0.67 1.98
O -0.40 -0.49 0.38
O -0.28 1.84 0.24
C -0.69 -0.79 5.76
O 0.60 -1.31 5.88
C 1.56 -1.07 4.90
C 1.49 -2.13 3.80
N 2.15 -3.42 4.02
C 1.49 -4.20 5.08
C -0.03 -4.61 4.93
O -0.16 -5.99 4.54
C 0.05 -6.30 3.12
H -1.11 -1.10 4.80
H -0.63 0.30 5.74
H -1.35 -1.25 6.49
H 2.45 -1.10 5.54
H 1.60 -0.06 4.48
H 1.94 -1.56 2.99
H 0.50 -2.36 3.40
H 3.07 -3.44 4.42
H 1.69 -3.83 6.08
H 2.13 -5.08 5.16
H -0.61 -3.90 4.34
H -0.52 -4.59 5.90
H 0.95 -5.79 2.77
H -0.77 -5.88 2.54
H 0.01 -7.38 3.00
C -3.79 0.39 -3.77
O -2.41 0.61 -4.10
C -1.63 1.36 -3.04
C -0.68 2.51 -3.39
N -1.40 3.64 -3.93
C -0.45 4.66 -4.35
C -1.27 5.92 -4.86
O -0.28 6.90 -5.06
C -0.79 8.15 -5.49
H -4.27 1.29 -3.38
H -3.91 -0.54 -3.20
H -4.41 0.25 -4.66
H -1.20 0.49 -2.54
H -2.33 1.77 -2.32
H 0.09 2.06 -4.01
H -0.07 2.71 -2.51
H -1.74 3.31 -4.82
H 0.22 4.44 -5.18
H 0.20 4.89 -3.51
H -1.91 6.24 -4.04
H -1.82 5.72 -5.78
H -0.89 8.84 -4.65
H -1.69 8.12 -6.11
H 0.01 8.44 -6.17
C 0.75 -7.00 -1.09
O 0.44 -5.62 -1.25
C 1.49 -4.73 -0.81
C 0.99 -3.29 -1.05
N 1.03 -3.07 -2.57
C 1.22 -1.63 -2.81
C 2.63 -1.14 -2.45
O 3.28 -0.28 -3.36
C 3.70 -0.83 -4.58
H 1.64 -7.27 -1.67
H -0.03 -7.45 -1.71
H 0.83 -7.39 -0.08
H 2.45 -4.91 -1.29
H 1.82 -4.83 0.23
H 1.59 -2.53 -0.56
H -0.03 -3.09 -0.73
H 1.84 -3.53 -2.96
H 0.33 -1.16 -2.39
H 1.16 -1.68 -3.89
H 3.37 -1.91 -2.20
H 2.50 -0.47 -1.60
H 3.11 -1.59 -5.10
H 4.66 -1.33 -4.46
H 3.96 -0.09 -5.32
C 4.77 -0.86 3.28
O 4.53 0.04 4.08
N 5.49 -1.93 3.53
N 4.26 -0.96 2.05
H 5.38 -2.75 2.96
H 5.92 -2.05 4.44
H 4.60 -1.75 1.51
H 3.49 -0.39 1.74
C 0.11 4.01 3.75
O -0.05 5.07 4.36
N 0.59 2.94 4.30
N -0.09 3.95 2.42
H 0.58 2.10 3.74
H 0.88 2.68 5.23
H -0.42 4.78 1.97
H -0.08 3.05 1.96
C -3.71 4.64 -1.37
O -4.34 4.71 -0.37
N -4.17 4.56 -2.59
N -2.38 4.51 -1.33
H -5.17 4.57 -2.73
H -3.53 4.10 -3.22
H -2.06 4.02 -0.51
H -2.11 4.18 -2.24
C -4.81 0.71 -0.02
O -5.91 0.95 -0.42
N -4.24 -0.48 -0.09
N -4.15 1.57 0.76
H -5.00 -1.14 -0.12
H -3.36 -0.61 0.39
H -4.19 2.54 0.48
H -3.40 1.24 1.34


Below is a molecular structure, C22H61Li4N7O12 in a non-equilibrium geometry, with properties calculated with the ωB97M-V functional and the def2-TZVPD basis.

Values from the calculation:
- LUMO energy: -8.09 eV
- Orbital gap: 0.151 hartree
- Charge: +2

Atoms and positions in Å:
Li 2.03 0.50 2.56
Li 3.54 0.35 -0.82
Li 2.04 2.85 0.45
Li 1.99 1.56 -2.89
O 1.24 0.84 -1.10
C 0.14 0.49 -0.22
C -0.32 1.45 0.94
O 0.71 1.96 1.84
H 0.33 -0.55 0.05
H -0.76 0.36 -0.82
H -1.15 1.06 1.52
H -0.57 2.38 0.42
C 1.23 -2.65 -2.62
O 1.45 -3.70 -3.21
N 2.02 -1.77 -2.10
N 0.04 -2.22 -2.44
H 1.69 -0.94 -1.63
H 3.01 -1.81 -2.30
H -0.11 -1.32 -1.99
H -0.75 -2.85 -2.45
C -2.27 4.76 2.28
O -1.21 5.30 2.15
N -2.47 3.63 2.90
N -3.41 5.28 2.01
H -3.36 3.15 2.83
H -1.67 3.07 2.66
H -3.38 6.09 1.41
H -4.16 4.62 2.13
C -0.34 -5.80 2.27
O -0.42 -4.47 2.82
C -1.71 -4.00 2.49
C -1.79 -2.49 2.72
N -1.66 -2.13 4.09
C -1.72 -0.72 4.38
C -2.57 -0.27 5.61
O -2.41 -1.15 6.67
C -3.36 -1.16 7.74
H 0.43 -6.32 2.84
H 0.05 -5.73 1.26
H -1.25 -6.38 2.11
H -2.49 -4.60 2.96
H -1.95 -4.08 1.43
H -2.76 -2.13 2.37
H -1.01 -1.96 2.18
H -0.83 -2.47 4.55
H -2.26 -0.21 3.59
H -0.73 -0.27 4.26
H -3.62 -0.21 5.32
H -2.34 0.75 5.90
H -2.85 -1.86 8.40
H -4.35 -1.59 7.62
H -3.40 -0.20 8.25
C -4.63 -0.05 -0.60
O -4.53 -1.44 -0.76
C -3.19 -1.79 -0.86
C -3.01 -3.32 -1.07
N -3.42 -3.75 -2.43
C -3.05 -5.19 -2.77
C -1.55 -5.60 -2.77
O -1.23 -6.46 -3.84
C 0.08 -6.84 -3.84
H -3.88 0.47 -0.02
H -5.58 0.26 -0.18
H -4.46 0.37 -1.59
H -2.54 -1.54 -0.01
H -2.67 -1.39 -1.73
H -3.59 -3.75 -0.26
H -1.95 -3.45 -0.85
H -4.42 -3.66 -2.42
H -3.26 -5.20 -3.84
H -3.59 -5.88 -2.13
H -1.29 -6.02 -1.80
H -0.93 -4.72 -2.91
H 0.59 -6.91 -4.80
H 0.27 -7.76 -3.28
H 0.71 -6.12 -3.32
C 0.40 3.76 -2.37
O 1.74 3.64 -2.51
C 2.14 4.33 -3.73
C 3.55 3.85 -4.29
N 4.53 4.29 -3.28
C 5.78 4.23 -4.06
C 6.89 4.25 -2.96
O 6.81 3.17 -1.94
C 7.95 3.14 -1.03
H 0.10 4.79 -2.55
H -0.01 3.46 -1.40
H -0.08 3.12 -3.11
H 2.18 5.40 -3.52
H 1.50 4.19 -4.61
H 3.76 4.53 -5.11
H 3.70 2.85 -4.69
H 4.27 5.24 -3.09
H 5.93 5.11 -4.69
H 5.93 3.42 -4.77
H 6.87 5.23 -2.48
H 7.90 4.25 -3.37
H 8.00 2.28 -0.37
H 7.83 4.03 -0.42
H 8.98 3.09 -1.36
O 0.10 2.02 4.89
H 0.16 2.96 5.02
H 0.48 1.88 4.02
O 1.22 4.63 0.65
H 0.40 4.62 1.14
H 1.52 5.54 0.69


Below is 6 unconnected molecules or ions with the total composition C22H61N5O7 in a non-equilibrium geometry, with properties calculated with the ωB97M-V functional and the def2-TZVPD basis.

Values from the calculation:
- SMILES: COC[C@H](C)N.COC[C@H](C)N.COC[C@H](C)N.COC[C@H](C)N.COC[C@H](C)N.OCCO
- LUMO energy: 0.42 eV
- Orbital gap: 0.353 hartree

Atoms and positions in Å:
C 3.31 -5.60 4.53
C 3.91 -4.27 4.22
C 4.04 -3.41 5.55
O 2.88 -3.00 6.16
C 2.82 -1.55 6.15
N 5.22 -4.37 3.65
H 4.06 -6.37 4.76
H 2.82 -5.88 3.60
H 2.48 -5.57 5.23
H 3.27 -3.56 3.69
H 4.75 -2.58 5.56
H 4.50 -4.06 6.29
H 2.74 -1.17 5.14
H 3.61 -0.92 6.57
H 1.99 -1.12 6.72
H 5.07 -4.55 2.67
H 5.57 -3.43 3.73
C 1.86 1.05 0.56
C 1.81 -0.40 0.09
C 1.16 -0.78 -1.30
O 1.30 -2.20 -1.76
C 0.28 -2.91 -1.19
N 3.14 -0.91 0.14
H 0.87 1.51 0.58
H 2.51 1.62 -0.11
H 2.20 1.08 1.59
H 1.35 -0.94 0.91
H 1.69 -0.21 -2.07
H 0.15 -0.39 -1.41
H 0.46 -3.02 -0.12
H 0.38 -3.93 -1.56
H -0.67 -2.40 -1.32
H 3.10 -1.62 -0.58
H 3.65 -0.12 -0.24
C 2.35 7.23 10.12
C 2.44 8.13 8.88
C 1.18 7.86 8.04
O 1.06 6.51 7.56
C 1.90 6.37 6.44
N 2.86 9.48 9.07
H 3.24 7.38 10.73
H 2.38 6.16 9.90
H 1.44 7.20 10.71
H 3.26 7.73 8.29
H 1.09 8.58 7.22
H 0.39 8.09 8.76
H 1.87 5.47 5.83
H 2.94 6.36 6.77
H 1.82 7.26 5.81
H 3.48 9.62 9.86
H 2.06 9.96 9.45
C -0.66 -0.01 -6.93
C -1.06 -0.01 -8.36
C -0.67 -1.33 -9.08
O 0.70 -1.15 -9.31
C 1.58 -2.13 -9.88
N -2.56 0.17 -8.32
H 0.43 0.02 -6.85
H -0.87 -0.90 -6.34
H -0.85 0.84 -6.28
H -0.69 0.77 -9.03
H -1.21 -1.50 -10.01
H -0.67 -2.25 -8.48
H 1.36 -3.10 -9.44
H 2.62 -1.85 -9.70
H 1.35 -2.23 -10.94
H -2.96 0.39 -9.22
H -2.90 -0.72 -7.98
C -3.77 -5.86 -7.15
C -4.82 -5.38 -6.07
C -4.75 -6.31 -4.86
O -5.72 -5.95 -3.86
C -7.02 -6.28 -4.32
N -4.54 -3.98 -5.91
H -4.00 -5.30 -8.06
H -3.98 -6.92 -7.33
H -2.76 -5.77 -6.75
H -5.83 -5.45 -6.48
H -3.75 -6.27 -4.42
H -4.91 -7.35 -5.14
H -7.49 -5.68 -5.09
H -7.64 -6.33 -3.42
H -7.13 -7.30 -4.70
H -4.92 -3.62 -5.04
H -3.56 -3.73 -5.84
C -2.61 6.36 1.75
C -3.45 5.25 2.24
O -2.71 4.34 3.02
O -3.39 7.17 0.84
H -1.73 5.97 1.24
H -2.27 7.01 2.57
H -3.94 4.74 1.41
H -4.32 5.63 2.77
H -2.94 4.49 3.94
H -3.05 8.06 0.94


Repeat the first record exactly.
Below is 8 unconnected molecules or ions with the total composition C22H61ClN11O14 in a non-equilibrium geometry, with properties calculated with the ωB97M-V functional and the def2-TZVPD basis.

Values from the calculation:
- ⟨S²⟩: 0.7504
- LUMO energy (alpha / beta): 3.41 / 3.40 eV
- Orbital gap (alpha / beta): 0.047 / 0.274 hartree
- Charge: -2
- Spin multiplicity: 2

Atoms and positions in Å:
Cl -0.30 0.71 1.11
O -1.46 0.81 1.88
O 0.87 0.67 1.98
O -0.40 -0.49 0.38
O -0.28 1.84 0.24
C -0.69 -0.79 5.76
O 0.60 -1.31 5.88
C 1.56 -1.07 4.90
C 1.49 -2.13 3.80
N 2.15 -3.42 4.02
C 1.49 -4.20 5.08
C -0.03 -4.61 4.93
O -0.16 -5.99 4.54
C 0.05 -6.30 3.12
H -1.11 -1.10 4.80
H -0.63 0.30 5.74
H -1.35 -1.25 6.49
H 2.45 -1.10 5.54
H 1.60 -0.06 4.48
H 1.94 -1.56 2.99
H 0.50 -2.36 3.40
H 3.07 -3.44 4.42
H 1.69 -3.83 6.08
H 2.13 -5.08 5.16
H -0.61 -3.90 4.34
H -0.52 -4.59 5.90
H 0.95 -5.79 2.77
H -0.77 -5.88 2.54
H 0.01 -7.38 3.00
C -3.79 0.39 -3.77
O -2.41 0.61 -4.10
C -1.63 1.36 -3.04
C -0.68 2.51 -3.39
N -1.40 3.64 -3.93
C -0.45 4.66 -4.35
C -1.27 5.92 -4.86
O -0.28 6.90 -5.06
C -0.79 8.15 -5.49
H -4.27 1.29 -3.38
H -3.91 -0.54 -3.20
H -4.41 0.25 -4.66
H -1.20 0.49 -2.54
H -2.33 1.77 -2.32
H 0.09 2.06 -4.01
H -0.07 2.71 -2.51
H -1.74 3.31 -4.82
H 0.22 4.44 -5.18
H 0.20 4.89 -3.51
H -1.91 6.24 -4.04
H -1.82 5.72 -5.78
H -0.89 8.84 -4.65
H -1.69 8.12 -6.11
H 0.01 8.44 -6.17
C 0.75 -7.00 -1.09
O 0.44 -5.62 -1.25
C 1.49 -4.73 -0.81
C 0.99 -3.29 -1.05
N 1.03 -3.07 -2.57
C 1.22 -1.63 -2.81
C 2.63 -1.14 -2.45
O 3.28 -0.28 -3.36
C 3.70 -0.83 -4.58
H 1.64 -7.27 -1.67
H -0.03 -7.45 -1.71
H 0.83 -7.39 -0.08
H 2.45 -4.91 -1.29
H 1.82 -4.83 0.23
H 1.59 -2.53 -0.56
H -0.03 -3.09 -0.73
H 1.84 -3.53 -2.96
H 0.33 -1.16 -2.39
H 1.16 -1.68 -3.89
H 3.37 -1.91 -2.20
H 2.50 -0.47 -1.60
H 3.11 -1.59 -5.10
H 4.66 -1.33 -4.46
H 3.96 -0.09 -5.32
C 4.77 -0.86 3.28
O 4.53 0.04 4.08
N 5.49 -1.93 3.53
N 4.26 -0.96 2.05
H 5.38 -2.75 2.96
H 5.92 -2.05 4.44
H 4.60 -1.75 1.51
H 3.49 -0.39 1.74
C 0.11 4.01 3.75
O -0.05 5.07 4.36
N 0.59 2.94 4.30
N -0.09 3.95 2.42
H 0.58 2.10 3.74
H 0.88 2.68 5.23
H -0.42 4.78 1.97
H -0.08 3.05 1.96
C -3.71 4.64 -1.37
O -4.34 4.71 -0.37
N -4.17 4.56 -2.59
N -2.38 4.51 -1.33
H -5.17 4.57 -2.73
H -3.53 4.10 -3.22
H -2.06 4.02 -0.51
H -2.11 4.18 -2.24
C -4.81 0.71 -0.02
O -5.91 0.95 -0.42
N -4.24 -0.48 -0.09
N -4.15 1.57 0.76
H -5.00 -1.14 -0.12
H -3.36 -0.61 0.39
H -4.19 2.54 0.48
H -3.40 1.24 1.34